Computed, not measured: 5 unconnected molecules or ions with the total composition C2H13NO3S2 in a non-equilibrium geometry, with wB97M-V/def2-TZVPD.

Summary:
E_tot (eV): -31581.2410
E_HOMO (eV): -8.4
Kohn-Sham gap (eV): 2.9
Net charge: 0
Spin multiplicity: 1
ΔE to the lowest compared entry with this formula, charge and spin (kJ/mol): 668.05

Atoms and positions in Å:
N1 -0.536 1.622 -1.439
C1 0.404 1.072 -0.442
C2 0.693 -0.387 -0.811
S1 2.112 -0.870 0.325
S2 -2.957 1.088 0.429
H1 -1.496 1.202 -1.242
H2 -0.663 2.583 -1.195
H3 1.367 1.636 -0.405
H4 -0.014 1.136 0.587
H5 -0.199 -1.030 -0.454
H6 0.956 -0.646 -1.866
H7 -4.315 0.595 0.243
H8 4.542 1.475 -0.183
H9 3.212 0.758 0.124
O1 3.544 1.680 -0.132
H10 -3.119 -2.440 0.258
H11 -2.651 -0.920 -0.343
O2 -2.455 -1.884 -0.207
H12 0.447 -3.070 2.220
H13 0.893 -1.507 2.093
O3 0.234 -2.092 2.441

Let us look at the natural (NBO) charges, expressed in e, one per atom: number 1, N, carries -0.72; number 2, C, carries -0.29; number 3, C, carries -0.56; number 4, S, carries 0.07; number 5, S, carries -0.33; number 6, H, carries 0.36; number 7, H, carries 0.37; number 8, H, carries 0.27; number 9, H, carries 0.22; number 10, H, carries 0.29; number 11, H, carries 0.28; number 12, H, carries 0.15; number 13, H, carries 0.47; number 14, H, carries 0.44; number 15, O, carries -0.98; number 16, H, carries 0.49; number 17, H, carries 0.48; number 18, O, carries -1.00; number 19, H, carries 0.48; number 20, H, carries 0.46; number 21, O, carries -0.94